Record 1
# C36H99BrFN4O18

16 unconnected molecules or ions with the total composition C36H99BrFN4O18 at a distorted geometry (ωB97M-V/def2-TZVPD, the Open Molecules 2025 dataset).

The charge is +1. The value obtained for the LUMO energy is -4.1372 eV. The frontier orbital gap comes out at 0.2450 Eh.

The geometry in XYZ format:
```
159
Properties=species:S:1:pos:R:3:forces:R:3
C 6.24897 1.50195 1.63106 -0.37 0.23 -0.26
O 5.48663 1.41753 0.42722 -0.02 0.18 0.04
C 6.19811 1.91718 -0.69590 0.29 -0.15 -0.27
C 7.35952 0.99054 -1.15445 -0.49 0.09 -0.16
C 6.91652 -0.51254 -1.16484 0.20 1.82 -0.35
C 5.89586 -0.66713 -2.31189 0.43 -1.36 -0.38
C 5.01175 -1.94751 -2.26487 -0.63 0.49 0.22
C 4.66247 -2.46110 -0.84571 0.00 0.01 -0.73
C 3.43964 -3.41013 -0.95241 0.96 -0.18 0.06
C 2.83171 -3.78448 0.42378 -0.36 1.19 -0.36
C 1.64920 -2.78500 0.71817 0.12 -0.65 0.37
C 0.25930 -3.46878 0.57172 0.11 -0.24 -0.63
C -0.65327 -2.88541 -0.54844 -0.31 -0.29 0.56
C -0.68337 -1.35170 -0.61992 0.01 0.72 -0.51
N -1.96279 -0.68491 -0.23537 0.95 0.31 1.35
O -2.87132 -1.17382 -1.24158 -1.48 1.31 -1.20
C -4.01433 -0.47712 -1.23216 1.08 -1.87 1.29
N -5.05427 -0.09367 -0.92691 -0.27 0.62 -0.54
C -1.58890 0.68277 -0.59243 0.13 -1.07 -2.09
N -1.82278 1.69566 0.15034 0.20 -1.17 0.24
C -2.52579 1.59831 1.43574 -0.77 1.31 0.44
C -3.98084 2.18930 1.35777 -0.11 0.54 0.77
C -4.23005 3.20580 2.51174 -0.06 -0.15 0.04
Br -4.28716 3.16834 -0.34541 -0.01 -0.40 0.39
N -0.91151 0.68582 -1.81855 -1.07 0.15 1.15
C -0.33208 -0.63082 -1.97552 1.47 -1.49 -0.01
F 1.05478 -0.50825 -1.88610 0.05 0.58 -0.05
C -0.50457 -1.36828 -3.31823 -0.23 -0.06 0.03
O -0.01755 -0.58851 -4.38610 -1.02 -0.21 0.11
C -1.03315 0.21366 -4.99859 0.22 0.80 -0.29
H 5.56549 1.85681 2.41804 0.26 -0.27 -0.08
H 6.66756 0.52268 1.89501 0.06 0.36 0.06
H 7.03840 2.26038 1.50479 -0.04 -0.34 0.23
H 6.54354 2.93858 -0.45542 0.17 -0.27 -0.19
H 5.47600 2.02764 -1.51950 0.10 -0.12 0.37
H 7.58609 1.30905 -2.19438 0.19 -0.15 0.65
H 8.24878 1.13192 -0.51934 -0.27 -0.02 -0.21
H 6.51341 -0.70565 -0.16425 0.03 -0.35 -0.35
H 7.83516 -1.08846 -1.34661 -0.48 -0.22 0.13
H 6.48937 -0.72978 -3.24294 -0.24 0.25 0.25
H 5.23840 0.20089 -2.44178 0.24 -0.12 0.40
H 4.04748 -1.67279 -2.73635 0.33 -0.15 0.05
H 5.39664 -2.77529 -2.88384 0.15 0.28 0.32
H 4.48089 -1.60586 -0.17157 -0.20 -0.24 -0.22
H 5.55016 -2.97985 -0.44808 -0.40 -0.02 0.09
H 3.78550 -4.29215 -1.51981 -0.19 0.13 0.29
H 2.71318 -2.90713 -1.61651 -0.02 -0.27 0.38
H 2.49665 -4.82953 0.44102 0.10 0.30 0.20
H 3.58289 -3.59860 1.20406 -0.02 -0.45 -0.24
H 1.72705 -2.37075 1.73565 0.05 -0.17 -0.49
H 1.79942 -1.95389 0.00851 -0.30 -0.17 0.32
H -0.30729 -3.51651 1.51397 0.30 0.27 -0.16
H 0.44796 -4.52637 0.28819 -0.32 0.54 0.22
H -0.35630 -3.35423 -1.49571 -0.01 0.54 0.10
H -1.68569 -3.22907 -0.36624 0.31 0.12 -0.15
H 0.02572 -0.84856 0.06669 -0.06 -0.68 0.00
H -1.49039 2.59799 -0.17479 -0.07 0.07 0.09
H -1.97529 2.23431 2.14387 0.05 -0.21 -0.38
H -2.51581 0.58380 1.84288 0.01 0.12 -0.53
H -4.74002 1.40249 1.43133 0.35 0.11 -0.50
H -4.14339 4.23215 2.13226 0.10 -0.29 0.28
H -5.23566 3.09762 2.93855 0.22 0.04 -0.36
H -3.51885 3.05966 3.34020 -0.12 0.00 -0.31
H -1.43831 1.08060 -2.59076 0.40 0.32 -0.14
H 0.11314 -2.27578 -3.29971 -0.12 0.31 0.31
H -1.55042 -1.68496 -3.45627 0.20 0.16 -0.07
H -0.79225 1.27001 -4.79175 -0.24 -0.26 -0.19
H -2.05757 -0.01503 -4.66243 0.33 -0.16 0.06
H -1.01221 0.09419 -6.09110 0.11 -0.09 0.34
C -8.40400 2.96261 2.71631 -0.05 -0.26 -0.38
O -7.49588 3.68005 1.86377 0.17 0.07 0.24
H -8.41584 3.45137 3.68323 0.02 -0.06 0.01
H -9.40778 2.97755 2.29447 -0.02 -0.09 0.12
H -8.07242 1.92999 2.84219 -0.12 -0.01 0.06
H -7.49367 3.24048 1.01057 -0.04 0.12 -0.12
C -11.01081 0.39719 4.44836 0.13 0.35 0.12
O -10.43969 1.69826 4.27604 -0.01 -0.13 0.01
H -11.16739 -0.04670 3.46976 0.04 0.13 0.13
H -10.33014 -0.23643 5.02554 -0.11 -0.12 -0.02
H -11.97112 0.47603 4.96388 -0.01 -0.17 -0.03
H -10.31013 2.07245 5.15085 -0.02 0.10 0.01
C 8.85512 1.85829 -4.95632 -0.23 0.19 -0.09
O 7.80746 2.48563 -4.22087 0.06 -0.12 0.02
H 9.43267 1.24245 -4.27021 -0.06 0.03 0.05
H 8.43962 1.22433 -5.74403 0.14 -0.06 -0.02
H 9.51054 2.61128 -5.40015 0.10 -0.11 -0.03
H 7.30733 3.02534 -4.83811 -0.05 0.09 0.04
C 3.03839 4.13720 -0.99951 0.26 0.36 0.24
O 3.54883 5.45261 -1.14098 -0.03 -0.21 -0.11
H 2.92215 3.70285 -1.99223 0.03 0.02 -0.01
H 3.73479 3.52670 -0.41817 -0.17 -0.24 -0.04
H 2.06272 4.16495 -0.49930 -0.05 -0.18 -0.01
H 3.64842 5.82596 -0.25412 -0.15 0.23 -0.15
C -6.60798 6.44486 4.21262 -0.22 -0.18 -0.19
O -7.70529 5.54214 4.19117 0.13 0.18 0.14
H -6.47890 6.80383 5.23126 -0.04 -0.03 0.00
H -5.69221 5.93713 3.89277 0.09 0.13 0.02
H -6.80302 7.29628 3.55563 0.15 0.07 0.05
H -7.80349 5.23903 3.28241 0.04 0.06 -0.08
C 0.03289 -7.75175 1.13573 0.12 -0.04 -0.32
O 0.91474 -7.02744 0.28685 0.03 0.17 0.06
H -0.00377 -7.25875 2.10515 0.09 0.06 -0.05
H -0.96852 -7.76669 0.70057 -0.06 -0.06 0.16
H 0.39836 -8.77339 1.26460 -0.16 -0.04 0.12
H 0.92867 -7.48353 -0.56074 -0.02 -0.03 -0.02
C 4.24669 7.19025 -3.87046 0.06 0.14 -0.34
O 4.78716 6.99947 -5.17807 -0.01 -0.15 0.11
H 4.39786 6.28031 -3.29803 0.02 0.02 -0.03
H 4.75628 8.01731 -3.36859 -0.09 -0.04 0.14
H 3.17491 7.39927 -3.93329 -0.01 0.00 0.18
H 4.64634 7.81042 -5.67134 0.04 0.01 -0.08
C -11.26208 -3.09906 3.03259 -0.20 0.19 -0.36
O -11.92562 -1.89535 2.64006 -0.01 -0.22 -0.05
H -11.16443 -3.10403 4.11129 0.00 0.08 -0.02
H -11.84770 -3.96845 2.72005 0.10 -0.08 0.06
H -10.26661 -3.14315 2.58273 0.04 -0.14 0.12
H -12.00261 -1.90979 1.68304 -0.09 0.05 -0.04
C 2.04045 2.65308 -5.25350 -0.07 0.03 0.26
O 0.67389 3.05927 -5.31653 -0.09 -0.10 -0.10
H 2.35979 2.35463 -6.24957 -0.10 0.04 -0.02
H 2.66458 3.48122 -4.91025 0.13 -0.09 -0.05
H 2.14279 1.80224 -4.57218 0.18 -0.03 -0.04
H 0.41587 3.31934 -4.42919 0.03 0.19 0.00
C -1.77386 -10.08850 -0.93497 0.09 -0.13 -0.40
O -0.88524 -9.35747 -1.78057 -0.01 0.14 0.28
H -1.81365 -9.59711 0.03213 0.03 0.01 -0.04
H -2.77537 -10.10627 -1.37145 -0.05 -0.08 0.14
H -1.40761 -11.10952 -0.80507 -0.14 -0.02 0.13
H -0.86571 -9.81258 -2.62545 0.09 0.05 -0.09
C 2.29600 8.31075 1.01697 0.13 -0.02 0.12
O 3.09756 7.13379 1.11253 -0.03 -0.09 0.08
H 1.72564 8.26006 0.09291 0.06 -0.08 -0.01
H 1.60666 8.36779 1.86245 -0.04 0.09 -0.06
H 2.92995 9.19927 0.99839 -0.11 0.06 -0.03
H 3.59777 7.18914 1.93061 0.07 -0.03 0.01
C 4.11416 -0.77113 -6.06543 -0.42 0.10 0.05
O 3.02036 -0.76952 -6.97798 0.13 -0.01 -0.10
H 4.99860 -1.12930 -6.58694 -0.07 0.00 -0.05
H 4.29760 0.24337 -5.69879 0.18 -0.07 0.10
H 3.89377 -1.43413 -5.22450 0.22 0.03 0.08
H 2.24958 -0.45166 -6.50062 -0.06 -0.03 0.00
C -10.38560 -5.57424 5.68464 0.07 0.21 0.22
O -9.81448 -4.27745 5.51860 0.05 -0.15 -0.01
H -10.53308 -6.01056 4.69941 0.03 0.07 -0.02
H -9.71410 -6.21389 6.26217 -0.09 -0.12 -0.04
H -11.35064 -5.50229 6.19212 -0.02 -0.15 -0.03
H -9.69028 -3.90528 6.39500 0.04 0.06 0.02
C 1.18090 -2.08337 5.03559 0.17 0.23 -0.05
O 1.67205 -1.61194 3.78105 -0.19 -0.01 0.12
H 0.64090 -3.01136 4.86341 0.04 0.02 -0.08
H 2.01025 -2.27422 5.71993 -0.10 -0.07 0.09
H 0.50148 -1.35020 5.47782 -0.03 -0.10 0.11
H 2.14789 -0.79415 3.94684 0.10 0.01 -0.05
C 7.22800 -1.85826 3.96034 0.09 0.22 0.20
O 7.74972 -0.53639 3.85317 -0.07 -0.12 -0.10
H 7.11766 -2.26388 2.95694 0.03 0.07 -0.01
H 7.91260 -2.49221 4.52880 -0.09 -0.12 -0.04
H 6.25006 -1.84295 4.44976 -0.02 -0.15 -0.04
H 7.84202 -0.19167 4.74430 0.07 0.08 0.02
```
Positions in Å, forces in eV/Å.

Record 2
# C23H27AuIN5Sb2Se2

A molecular structure, C23H27AuIN5Sb2Se2 (ωB97M-V/def2-TZVPD, the Open Molecules 2025 dataset).

The charge is +2. As for the expectation value of S²: 2.04. As for the spin multiplicity: 3. The value obtained for the LUMO energy (spin up / spin down) is -6.3744 / -8.5569 eV. The frontier orbital gap (spin up / spin down) comes out at 0.2632 / 0.1771 Eh.

The geometry in XYZ format:
```
61
Properties=species:S:1:pos:R:3:forces:R:3
Au -1.48907 -0.59322 -0.60423 0.43 0.43 -0.17
C 3.98961 -0.70006 -1.53605 -0.08 0.11 0.01
Sb 1.95864 -0.51031 -0.87664 0.09 -0.27 -0.11
C 2.12699 -2.16567 0.46320 -0.14 -0.03 -0.09
C 2.27921 1.03180 0.81757 0.07 0.20 0.36
C 2.53665 2.30629 0.23827 0.13 0.06 -0.15
C 3.86868 2.59486 -0.18905 -0.18 -0.12 0.15
C 4.17315 3.76428 -0.81976 -0.06 0.19 -0.10
C 3.14527 4.69112 -1.06695 0.07 -0.03 -0.01
C 1.84207 4.43614 -0.65719 -0.01 0.06 0.01
C 1.50059 3.26753 0.00714 0.05 0.00 -0.01
C 0.09635 3.07431 0.45878 -0.08 -0.21 -0.17
Sb -1.21631 1.99331 -0.92401 0.04 -0.21 0.11
C -0.52969 2.83525 -2.74445 -0.01 -0.14 0.00
C -2.91645 3.20172 -0.57182 -0.04 -0.09 -0.03
H 4.27999 0.13261 -2.17236 0.02 -0.01 0.01
H 4.08054 -1.62868 -2.09876 -0.01 -0.01 0.00
H 4.63700 -0.75750 -0.66091 0.04 -0.02 -0.03
H 2.86332 -1.94998 1.23752 0.00 0.00 -0.04
H 2.46137 -3.03512 -0.10440 -0.01 0.01 0.02
H 1.16599 -2.38061 0.92422 -0.01 -0.02 0.03
H 3.15395 0.55638 1.26740 -0.10 -0.09 -0.11
H 1.36704 0.89333 1.39337 0.00 0.00 -0.06
H 4.64551 1.86518 0.00784 -0.04 0.00 0.02
H 5.18942 3.97958 -1.12258 -0.05 0.01 0.00
H 3.37422 5.62279 -1.57025 -0.02 -0.04 0.02
H 1.07465 5.18060 -0.83671 0.06 0.00 0.01
H -0.39937 4.04219 0.52886 0.02 -0.01 0.08
H 0.00722 2.56826 1.41972 0.07 0.04 0.01
H -0.60883 3.91905 -2.68035 0.02 0.00 0.00
H -1.15479 2.47333 -3.55902 0.02 0.00 0.01
H 0.50421 2.54874 -2.92887 -0.01 0.01 -0.02
H -2.64766 4.23761 -0.77338 -0.02 -0.01 0.01
H -3.25002 3.09430 0.45919 0.01 0.00 -0.03
H -3.71715 2.88590 -1.23714 -0.01 0.02 0.03
Se -6.35022 -1.54955 -1.45035 -0.28 -0.21 -0.13
C -4.98115 -0.56409 -0.85040 0.29 0.27 0.14
N -4.10483 0.08541 -0.45237 -0.27 -0.10 0.04
I -0.31631 -3.41646 5.14378 -0.02 -0.01 0.01
C -1.14393 -1.82003 4.10469 0.08 -0.13 0.00
C -1.66927 -0.71900 4.75748 -0.08 0.11 0.05
C -2.19660 0.31248 3.99267 0.02 0.00 0.06
C -2.16688 0.20737 2.61414 0.03 -0.12 -0.09
N -1.64949 -0.85110 1.97777 -0.11 -0.01 0.15
C -1.16329 -1.84863 2.71795 -0.01 0.12 -0.15
H -1.68279 -0.66727 5.83881 0.03 0.00 -0.04
H -2.62647 1.18463 4.46756 -0.01 -0.03 -0.03
H -2.59653 0.98038 1.98600 0.02 0.00 0.00
H -0.78065 -2.71433 2.18725 0.03 0.04 -0.01
Se 1.00760 -3.89024 -3.62669 0.34 0.15 -0.40
N 0.19612 -5.27663 -2.93566 -0.05 0.04 0.15
C -0.63072 -4.80315 -2.02225 -0.20 0.12 0.09
C -1.50596 -5.60220 -1.22974 0.05 0.00 -0.07
C -2.32300 -4.95875 -0.36317 -0.09 -0.04 0.05
C -2.28245 -3.54083 -0.26070 -0.03 0.17 0.07
N -1.48841 -2.75567 -0.94771 0.11 -0.04 -0.08
C -0.64092 -3.36361 -1.85857 -0.29 -0.17 0.21
N 0.17771 -2.68286 -2.63061 0.09 -0.04 0.19
H -1.50642 -6.67882 -1.34182 0.02 0.03 -0.02
H -3.01992 -5.50394 0.25853 0.01 0.06 0.00
H -2.94749 -3.03843 0.43520 0.03 -0.05 0.00
```
Positions in Å, forces in eV/Å.

Record 3
# C13H14BNO2Y

A molecular structure, C13H14BNO2Y at a distorted geometry (ωB97M-V/def2-TZVPD, the Open Molecules 2025 dataset).

The charge is -1. The value obtained for the LUMO energy (spin up / spin down) is 3.1079 / 3.1395 eV. The frontier orbital gap (spin up / spin down) comes out at 0.1876 / 0.1777 Eh.

The geometry in XYZ format:
```
32
Properties=species:S:1:pos:R:3:forces:R:3
C -1.05164 1.01425 -3.79989 0.59 0.31 0.34
C 0.34411 0.94307 -4.15260 -0.21 0.46 -0.79
C 1.05938 1.82966 -3.32097 0.73 0.64 -0.45
C 0.15576 2.39399 -2.39367 -0.33 1.09 -0.39
C -1.15592 1.93967 -2.71411 0.36 -0.11 -0.06
Y -0.13059 -0.35707 -1.67516 -0.36 -0.12 -0.78
N -1.71847 -0.33071 -0.21882 -0.70 0.42 2.72
C -0.03428 -2.85567 -2.16919 -0.67 -0.93 0.90
C 1.08320 -2.69996 -3.01871 2.10 0.01 -0.56
H 2.06436 2.30758 -3.56406 -1.24 -1.25 0.63
H 0.77594 0.56013 -5.09112 -0.42 -0.26 0.76
H 0.39445 3.32607 -1.84391 -0.26 -1.07 0.10
H -2.05369 2.28878 -2.20442 0.22 -0.38 -0.19
H -1.88225 0.52108 -4.31261 0.39 0.10 0.27
H 1.03576 -2.78577 -4.12985 -0.24 0.22 0.96
H -0.95732 -3.33874 -2.57984 0.66 0.53 0.42
H -2.83067 -0.24694 0.09101 4.10 -0.11 -0.70
H 2.14896 -2.86031 -2.64234 -1.50 0.32 -0.34
H 0.20736 -3.18708 -1.10943 -0.42 0.39 -1.11
O 0.12286 -1.10038 1.66503 1.06 0.36 2.68
B -0.55674 -0.07328 0.92685 -1.92 -0.36 -1.96
O -0.50330 1.13253 1.65037 1.24 0.90 3.26
C 0.14700 0.84845 2.94123 -1.76 -1.20 -1.44
C 0.01821 1.46271 4.18653 -0.62 1.69 1.50
C 0.16310 0.81388 5.46070 0.42 0.06 -1.35
C 0.53610 -0.51056 5.44873 0.39 0.10 -1.29
C 0.73972 -1.12237 4.17562 0.21 -0.94 0.46
C 0.51714 -0.50547 2.92476 -1.72 -0.38 -0.33
H -0.30756 2.50388 4.33772 0.00 -0.41 -0.86
H 0.00355 1.28483 6.44516 -0.04 0.25 -0.94
H 0.65805 -1.03042 6.41114 0.05 -0.12 -0.81
H 1.00744 -2.16582 4.27588 -0.10 -0.22 -0.64
```
Positions in Å, forces in eV/Å.